(1)
Entry from the Open Molecules 2025 dataset: a molecular structure, C5H36N2O13 (ωB97M-V/def2-TZVPD).

```
56
Properties=species:S:1:pos:R:3:forces:R:3:mulliken_charge:R:1
C 0.251 -0.423 1.386 1.7438 -1.2025 -1.5907 -0.860
N 1.120 -1.474 0.683 -2.4192 0.6205 1.2052 -0.329
C 2.431 -1.530 1.299 1.3750 -0.0721 -0.3825 -0.808
N 3.333 -0.405 1.013 -0.0981 -1.1017 -0.0218 -0.555
C -0.958 -0.018 0.537 0.4798 -1.3775 1.4617 0.002
C -0.625 0.488 -0.877 -2.2661 1.8428 2.8610 1.020
C -1.557 1.695 -1.115 1.4203 -0.9226 -1.0729 0.208
O -1.414 2.764 -0.574 -0.3962 0.1873 0.1806 -0.581
H 0.887 0.440 1.510 -0.1723 0.1951 0.0434 0.320
H 0.071 -0.818 2.388 -0.5625 0.1660 -0.0877 0.477
H 1.078 -1.137 -0.274 0.9670 -0.3915 -0.1976 0.069
H 2.438 -1.605 2.392 -1.0184 -0.1257 -0.1528 0.371
H 2.920 -2.457 0.956 0.0166 0.3538 0.0396 0.425
H 2.822 0.465 1.057 0.1599 0.1237 -0.1864 0.257
H 3.692 -0.559 0.080 -0.0324 0.6571 0.0346 0.278
H -1.443 0.635 1.267 -0.5102 0.4317 -0.9203 0.200
H -1.567 -0.911 0.405 -0.2336 0.1532 0.1659 -0.210
H 0.330 0.997 -0.768 0.1546 -1.2473 -0.6135 0.230
H -0.972 -0.289 -1.544 1.4442 0.0607 -0.3651 -0.692
H -2.232 1.482 -1.952 -0.4858 0.8163 0.1014 0.335
H 1.145 1.557 3.957 0.2186 0.6966 -0.0686 0.198
H 0.903 2.456 2.588 0.3134 0.3481 0.4996 0.372
O 0.764 1.625 3.080 -0.6843 -0.4679 0.2798 -0.560
H 1.190 0.953 -3.523 0.1955 -1.3712 -0.8558 0.300
H -0.434 0.684 -3.270 0.8396 -1.0620 -0.7803 0.362
O 0.357 1.211 -3.167 -0.4674 2.4985 0.8937 -0.646
H -3.362 -0.161 -0.056 -0.1536 -0.1336 0.1415 0.283
H -4.573 -0.063 -0.981 -0.0611 0.0075 0.0171 0.314
O -3.632 0.127 -0.939 -0.1682 -0.3290 0.1251 -0.601
H -0.789 -2.303 -3.558 0.1033 -0.0143 0.0431 0.270
H -1.897 -1.436 -3.013 -0.3026 -0.2289 0.1277 0.263
O -0.977 -1.398 -3.286 -0.0743 0.0316 -0.3004 -0.650
H 1.169 3.646 0.618 0.2805 -0.2536 0.0951 0.353
H -0.202 3.796 1.242 -0.2418 -0.0508 -0.0872 0.337
O 0.732 3.762 1.467 -0.0055 0.3347 0.3059 -0.698
H 2.789 -1.327 -2.052 -0.4225 -0.5202 -0.1459 0.278
H 3.365 -0.252 -2.798 -0.5540 -0.2724 -0.6477 0.416
O 2.858 -1.068 -2.979 0.5915 0.4208 0.4690 -0.671
H -0.365 -2.759 0.709 0.4455 0.2280 -0.5176 0.445
H -1.084 -3.761 1.528 -0.3981 -0.5324 -0.1561 0.348
O -1.170 -3.325 0.670 2.4722 0.8072 3.7967 -0.717
H -2.842 1.270 3.376 -0.1512 -0.1561 0.1700 0.337
H -1.346 1.141 3.216 0.2997 -0.2126 0.3811 0.342
O -2.118 0.658 3.560 0.1231 0.6043 -0.2298 -0.710
H 3.124 1.931 -1.269 0.4618 0.1329 -0.1340 0.328
H 4.392 1.093 -1.783 0.1370 0.6883 0.2362 0.276
O 3.484 1.056 -1.474 0.0493 -0.2292 -0.1254 -0.599
H -1.739 -3.527 -0.490 -0.4608 -0.2183 -0.3184 0.437
H -3.098 -2.939 -0.962 -0.1313 0.1341 0.2128 0.273
O -2.419 -3.578 -1.169 -1.5491 -0.4041 -3.0560 -0.764
H 1.175 2.016 -1.606 0.4527 0.1187 -0.3805 0.173
H 0.654 3.251 -1.072 0.1589 0.3408 -0.0004 0.420
O 1.488 2.756 -1.048 -0.5401 0.0876 -0.4423 -0.824
H -2.432 -2.045 1.737 -0.2270 -0.1741 -0.0235 0.370
H -2.603 -0.843 2.671 -0.4713 -0.3336 -0.0858 0.486
O -3.112 -1.546 2.207 0.3553 0.3173 0.0590 -0.696
```
Forces are in eV/Å.

As for the largest force on an atom: 4.602 eV/Å. Its total energy is -1299.64641 Eh. Its gap between HOMO and LUMO is 9.4 eV. The value obtained for the LUMO energy is 0.008 Ha. The energy above the lowest of the compared OMol25 structures with the same formula, charge and spin comes out at 131.8 kcal per mole.



(2)
Entry from the Open Molecules 2025 dataset: 11 unconnected molecules or ions with the total composition C5H36N3O10 (ωB97M-V/def2-TZVPD).

```
54
Properties=species:S:1:pos:R:3:forces:R:3:mulliken_charge:R:1
N 0.614 2.043 0.407 2.1468 -0.5025 -1.4202 0.456
C 2.014 1.792 0.964 -2.2789 0.6085 1.1459 0.233
C 2.936 2.065 -0.148 4.0991 -0.5512 2.6084 -1.754
C 2.012 0.191 1.422 3.1185 2.9224 -0.7251 -0.036
N 1.726 0.055 2.833 -3.2758 -1.5413 -1.3992 0.108
C 0.260 0.145 3.244 0.3122 3.8798 -2.0044 0.294
C -0.447 -1.151 3.004 -3.1278 -1.3072 0.9256 -0.276
N -1.969 -0.738 2.893 0.8035 -1.9710 0.8385 -0.648
H 0.652 2.443 -0.578 -0.3655 0.0631 1.5718 0.429
H 0.090 2.465 1.091 -2.0068 2.6282 1.5848 0.343
H 0.050 1.205 0.250 -0.0580 -0.7357 -0.3016 -0.366
H 2.250 2.564 1.831 -0.9631 -1.8697 -1.5000 0.366
H 3.078 1.223 -0.803 0.1828 0.0875 -0.3190 0.426
H 3.862 2.275 0.506 -0.3926 -0.7293 -1.5805 0.411
H 2.857 3.005 -0.632 -0.8234 0.7271 -0.6077 0.498
H 1.283 -0.193 0.638 1.0294 -0.4441 1.5696 -0.348
H 3.133 -0.028 1.249 -2.0895 -0.6311 0.1442 0.441
H 2.163 -0.749 3.273 0.8978 0.2594 0.4771 0.384
H -0.205 1.004 2.578 0.9314 -1.8774 1.0482 -0.520
H 0.103 0.591 4.241 0.5147 -0.8634 -0.0594 0.498
H -0.256 -1.801 3.913 -0.7071 0.6405 -0.9299 0.428
H -0.217 -1.781 2.144 0.7525 0.5476 -0.2238 0.184
H -2.109 -0.111 2.119 0.3320 0.2085 -0.3561 0.175
H -2.630 -1.554 2.693 1.6463 1.2109 0.6072 0.307
H -2.660 -1.849 -3.080 0.5383 0.0897 -0.8261 0.299
H -3.821 -2.277 -2.312 -1.7348 -0.6500 0.0927 0.275
O -2.929 -2.028 -2.188 1.2346 0.6242 0.8638 -0.559
H -0.563 -4.322 -2.992 -1.3939 -2.8526 1.7318 0.267
H 0.309 -3.627 -3.713 -0.7547 1.4538 -0.2617 0.324
O -0.595 -3.468 -3.327 2.0978 1.4319 -1.7709 -0.571
H -1.322 1.896 -1.417 -0.5911 0.0763 -0.4983 0.219
H -1.673 3.283 -2.133 -0.5931 -0.1610 -0.0219 0.298
O -1.021 2.772 -1.658 0.7446 0.4883 0.3508 -0.602
H 1.148 0.559 -2.597 0.2706 1.2884 -0.5196 0.221
H 1.207 2.248 -2.650 -0.1821 -1.7166 -0.0800 0.295
O 1.198 1.420 -2.110 0.0713 -0.0432 -0.2292 -0.499
H -4.191 -0.175 -0.496 -0.4225 0.2624 0.0831 0.312
H -5.262 0.899 -0.297 -1.3813 0.3262 -0.4170 0.288
O -4.391 0.661 -0.049 1.9711 -0.7199 0.2567 -0.578
H -0.736 -2.603 -1.411 -0.3964 -0.1200 -0.8428 0.276
H -0.342 -3.232 -0.184 -1.9574 -4.5556 4.4051 0.238
O -0.050 -2.635 -0.747 2.2407 4.9440 -3.2401 -0.562
H 0.930 -0.820 -4.669 -0.2607 0.1513 -0.7825 0.331
H 0.314 -1.383 -3.318 2.6589 0.8483 -1.6642 0.354
O 1.183 -1.017 -3.775 -2.4922 -1.0045 2.5866 -0.678
H 3.919 -2.568 -1.210 -0.9821 0.1068 1.5509 0.327
H 3.230 -3.570 -0.186 0.4503 3.2337 -0.5474 0.310
O 3.367 -2.546 -0.368 0.5190 -3.2118 -0.9231 -0.606
H -0.443 -0.846 -0.153 -1.7372 0.7044 -0.2530 0.223
H -1.822 0.052 -0.425 0.2062 -0.6671 -0.0382 0.057
O -0.990 -0.017 0.066 0.9865 -0.9071 -0.0556 -0.283
H -2.488 3.497 2.406 1.0164 -0.0626 0.1869 0.329
H -1.253 3.303 3.431 -1.1019 0.5948 -2.8588 0.330
O -1.505 3.431 2.430 0.2968 -0.7119 2.6275 -0.669
```
Forces are in eV/Å.

As for the largest force on an atom: 6.632 eV/Å. Its total energy is -1128.03246 Eh. Its total charge is +2. Its gap between HOMO and LUMO (alpha / beta) is 10.4 / 5.0 eV. Its spin multiplicity is 2. The value obtained for the LUMO energy (alpha / beta) is -0.185 / -0.383 Ha. The energy above the lowest of the compared OMol25 structures with the same formula, charge and spin comes out at 77.5 kcal per mole.



(3)
Entry from the Open Molecules 2025 dataset: 13 unconnected molecules or ions with the total composition C5H36NO13 (ωB97M-V/def2-TZVPD).

```
55
Properties=species:S:1:pos:R:3:forces:R:3:mulliken_charge:R:1
C -1.746 -0.557 -0.391 -0.1171 -0.0596 0.1206 -0.250
N -1.762 -0.877 1.047 0.4075 0.0974 0.1094 -0.332
C -0.664 -0.271 1.796 -0.3878 -0.1577 -0.0228 -0.258
O -0.632 1.118 1.768 0.4389 0.3281 -0.2490 -0.696
C -0.599 -1.240 -1.133 0.1373 0.1347 0.1507 0.935
C -0.967 -1.621 -2.567 0.2525 -0.0355 0.3766 -0.958
C -1.290 -0.419 -3.439 -0.1405 -0.3030 -0.3948 -0.855
H -2.716 -0.879 -0.781 0.0947 -0.0658 -0.1049 0.369
H -1.715 0.526 -0.555 -0.0076 -0.0484 -0.0108 0.101
H -2.639 -0.542 1.429 0.0175 0.0048 0.1012 0.262
H -0.795 -0.568 2.843 0.0960 -0.0852 -0.0243 0.533
H 0.273 -0.696 1.410 0.0417 0.0908 -0.0265 0.038
H -0.257 -2.128 -0.598 -0.1825 -0.1705 0.0478 -0.139
H 0.283 -0.589 -1.112 -0.0872 0.0304 -0.1850 -0.460
H -0.136 -2.197 -2.983 -0.0269 0.0351 -0.1085 0.383
H -1.822 -2.302 -2.510 -0.0454 0.0289 -0.1499 0.357
H -2.178 0.110 -3.091 0.1603 0.1831 0.1172 0.212
H -1.496 -0.729 -4.468 0.0069 -0.0188 0.0496 0.417
H -0.438 0.263 -3.496 -0.1133 0.1613 0.1298 0.118
H -2.133 2.034 1.297 0.0588 0.0972 0.0766 0.388
H -2.150 3.340 0.492 -0.2672 -0.2285 0.3406 0.454
O -2.748 2.682 0.909 -0.0187 0.2312 0.0037 -0.897
H 1.984 -3.673 0.474 0.1762 0.2611 -0.2375 0.404
H 2.569 -2.926 -0.758 -0.1966 -0.0663 0.2433 0.391
O 2.171 -3.766 -0.474 -0.0543 -0.2837 -0.1783 -0.714
H 4.112 -1.116 -1.185 0.1109 -0.1855 0.0661 0.274
H 2.787 -0.361 -1.197 -0.2427 -0.1834 -0.0061 0.423
O 3.221 -1.187 -0.829 0.2906 0.4109 -0.2581 -0.700
H 2.841 0.538 2.709 -0.0641 -0.0038 -0.0183 0.451
H 1.597 1.428 2.871 -0.2618 -0.0415 -0.0638 0.307
O 2.531 1.379 3.089 0.1696 0.1217 0.0471 -0.703
H -1.233 3.777 -1.684 0.0893 0.1671 -0.1354 0.518
H -0.632 2.410 -1.803 0.0282 -0.0811 -0.1412 0.181
O -1.215 3.013 -2.280 -0.1748 -0.5374 -0.8827 -0.800
H -0.115 3.367 -0.132 0.2148 0.3735 0.1681 0.421
H -0.282 4.880 0.313 -0.0369 0.0830 0.0503 0.249
O -0.722 4.198 -0.197 0.2910 0.3559 0.7377 -0.756
H 1.027 -2.414 2.322 -0.0407 0.0408 -0.0239 0.310
H 0.719 -3.897 2.152 -0.0262 0.3510 0.0339 0.422
O 1.462 -3.267 2.227 0.2302 -0.2941 0.3120 -0.814
H 1.535 0.781 -2.597 -0.0217 0.0146 -0.0408 0.259
H 1.579 1.458 -1.159 0.0359 -0.1717 -0.2157 0.383
O 2.129 0.950 -1.861 -0.0273 0.2334 0.1376 -0.805
H 1.580 2.435 0.471 -0.0621 0.0307 0.1039 0.175
H -0.045 1.482 0.978 -0.1839 -0.2351 0.4905 0.421
O 0.797 2.154 -0.019 0.1027 -0.0607 -0.1872 -1.056
H -0.966 -3.724 0.608 -0.0712 -0.0346 -0.0443 0.377
H -1.170 -2.764 1.757 -0.5449 -0.2203 -0.4386 0.371
O -1.123 -3.722 1.559 0.1320 -0.0261 0.2501 -0.786
H -2.994 2.380 -1.990 0.2520 0.0230 -0.0796 0.389
H -3.577 2.135 -0.614 0.0906 0.0856 0.2258 0.450
O -3.760 1.991 -1.553 -0.5795 -0.2677 -0.3717 -0.748
H 3.351 -1.041 0.930 -0.0127 0.0665 0.0915 0.458
H 3.069 -1.905 2.154 0.0529 -0.1326 0.1323 0.322
O 3.379 -1.028 1.909 0.0164 -0.0432 -0.1144 -0.794
```
Forces are in eV/Å.

As for the largest force on an atom: 1.048 eV/Å. Its total energy is -1245.12651 Eh. Its total charge is -1. Its gap between HOMO and LUMO is 9.6 eV. The value obtained for the LUMO energy is 0.101 Ha. The energy above the lowest of the compared OMol25 structures with the same formula, charge and spin comes out at 0.0 kcal per mole.